Entry 1:
Molecular formula: C9H8N4
Method: DFT, the ωB97M-V functional and the def2-TZVPD basis

Output
LUMO energy in eV: 0.102
Orbital gap in hartree: 0.3356
Energy relative to the best compared isomer or geometry (same formula, charge and spin) in kJ/mol: 48.4
Structure (SMILES): Nc1ccnc(-c2ccncc2)n1
HOMO in eV: -9.0
Strongest force on any atom in hartree/bohr: 0.057

Structure (ORCA input):
```
! wB97M-V def2-TZVPD RIJCOSX def2/J DEFGRID3
* xyz 0 1
N -2.33 1.23 -2.44
C -1.77 0.30 -1.65
C -2.22 -1.02 -1.73
C -1.66 -1.90 -0.91
N -0.67 -1.52 -0.05
C -0.27 -0.26 -0.08
C 0.87 0.05 0.73
C 1.48 1.30 0.71
C 2.54 1.56 1.65
N 2.97 0.66 2.58
C 2.35 -0.51 2.57
C 1.41 -0.91 1.62
N -0.77 0.70 -0.87
H -2.99 0.94 -3.14
H -1.75 2.06 -2.64
H -2.99 -1.32 -2.49
H -2.03 -2.90 -0.79
H 1.10 2.16 0.22
H 3.03 2.54 1.65
H 2.68 -1.23 3.37
H 1.03 -1.94 1.68
*
```



Entry 2:
Molecular formula: C6H8BrNO2
Method: DFT, the ωB97M-V functional and the def2-TZVPD basis

Output
LUMO energy in eV: 0.290
Orbital gap in hartree: 0.3664
Energy relative to the best compared isomer or geometry (same formula, charge and spin) in kJ/mol: 87.5
Structure (SMILES): O=C1O[C@H]2CN1CC[C@@H]2Br
HOMO in eV: -9.7
Strongest force on any atom in hartree/bohr: 0.083

Structure (ORCA input):
```
! wB97M-V def2-TZVPD RIJCOSX def2/J DEFGRID3
* xyz 0 1
O 0.98 0.40 -2.79
C 0.21 0.44 -1.83
O -0.24 1.51 -1.19
C -0.84 1.11 0.07
C -1.42 -0.24 -0.39
N -0.19 -0.68 -1.16
C 0.76 -1.25 -0.31
C 1.15 -0.30 0.82
C 0.08 0.75 1.23
Br -1.00 -0.07 2.74
H -1.49 1.89 0.51
H -1.85 -0.90 0.36
H -2.25 -0.08 -1.09
H 1.65 -1.48 -0.83
H 0.38 -2.24 0.04
H 2.12 0.21 0.63
H 1.36 -0.79 1.76
H 0.58 1.72 1.45
*
```



Entry 3:
Molecular formula: C3H6N2O2
Method: DFT, the ωB97M-V functional and the def2-TZVPD basis

Output
LUMO energy in eV: 0.750
Orbital gap in hartree: 0.3732
Energy relative to the best compared isomer or geometry (same formula, charge and spin) in kJ/mol: 255.6
Structure (SMILES): O=C1COC=N1.N
HOMO in eV: -9.4
Strongest force on any atom in hartree/bohr: 0.018

Structure (ORCA input):
```
! wB97M-V def2-TZVPD RIJCOSX def2/J DEFGRID3
* xyz 0 1
O -1.44 0.98 0.94
C -0.51 0.39 0.43
C 0.17 -0.88 0.96
O 1.50 -0.40 1.21
C 1.65 0.66 0.38
N 0.65 1.12 -0.23
H 0.23 -1.67 0.20
H -0.28 -1.25 1.88
H 2.67 1.05 0.37
N -1.20 -0.15 -1.36
H -2.08 0.35 -1.43
H -1.26 -1.10 -1.70
H -0.44 0.39 -1.77
*
```



Entry 4:
Molecular formula: C24H65N5O9
Method: DFT, the ωB97M-V functional and the def2-TZVPD basis

Output
LUMO energy in eV: 0.422
Orbital gap in hartree: 0.3074
Energy relative to the best compared isomer or geometry (same formula, charge and spin) in kJ/mol: 533.6
HOMO in eV: -7.9
Strongest force on any atom in hartree/bohr: 0.336

Structure (ORCA input):
```
! wB97M-V def2-TZVPD RIJCOSX def2/J DEFGRID3
* xyz 0 1
N 1.18 1.23 -1.14
H 0.49 1.97 -0.92
H 0.87 1.01 -2.10
H 1.19 0.67 -0.41
H 2.21 1.50 -1.33
O 0.72 3.28 -2.14
H 0.43 3.87 -2.90
C -1.63 -2.16 -2.05
O -2.38 -0.87 -1.90
C -1.42 0.09 -1.65
C -2.16 1.46 -1.34
N -1.26 2.30 -0.66
C -2.02 3.53 -0.23
C -2.59 4.44 -1.31
O -2.72 5.84 -0.86
C -3.24 6.74 -1.72
H -1.27 -2.43 -1.18
H -0.89 -2.01 -2.83
H -2.49 -2.89 -2.43
H -0.59 -0.08 -2.30
H -0.90 -0.04 -0.75
H -3.00 1.01 -0.79
H -2.48 1.94 -2.31
H -0.36 2.61 -1.14
H -1.15 4.03 0.28
H -2.66 3.09 0.59
H -3.52 3.99 -1.44
H -1.99 4.37 -2.14
H -2.93 6.94 -2.71
H -2.93 7.76 -1.42
H -4.34 6.70 -2.06
C -0.42 2.12 1.77
O -0.39 0.67 1.44
C -1.66 0.04 1.39
C -2.43 0.23 2.73
N -3.36 -0.86 2.88
C -4.01 -0.67 4.25
C -5.25 -1.53 4.20
O -5.85 -1.66 5.48
C -7.07 -2.24 5.47
H -1.31 2.64 1.23
H 0.55 2.69 1.57
H -0.82 2.21 2.86
H -1.25 -1.00 1.18
H -2.38 0.36 0.53
H -2.81 1.13 2.56
H -1.73 0.51 3.56
H -2.67 -1.57 3.24
H -4.26 0.35 4.32
H -3.58 -0.93 4.93
H -5.07 -2.58 4.11
H -5.97 -1.08 3.49
H -7.73 -1.25 4.96
H -7.39 -2.64 6.51
H -6.94 -3.20 5.00
C 3.58 4.16 1.52
O 4.18 3.48 0.42
C 3.91 4.23 -0.85
C 4.49 3.44 -2.03
N 3.48 2.50 -2.26
C 3.87 1.66 -3.41
C 2.87 0.62 -3.76
O 3.06 -0.16 -4.99
C 2.04 -1.12 -5.17
H 2.56 4.28 1.24
H 3.96 5.09 1.51
H 3.60 3.54 2.41
H 4.74 4.85 -1.10
H 3.10 4.80 -0.78
H 5.37 3.01 -1.58
H 4.62 4.08 -2.79
H 2.62 2.75 -2.20
H 4.75 1.17 -3.25
H 4.02 2.39 -4.27
H 1.93 1.15 -3.89
H 2.82 -0.10 -2.95
H 2.11 -2.00 -4.52
H 1.90 -1.56 -6.05
H 1.08 -0.59 -4.95
C 4.16 -1.30 -1.14
O 2.85 -1.51 -0.57
C 2.66 -2.93 -0.39
C 1.54 -3.07 0.74
N 0.99 -4.36 0.76
C 1.74 -5.46 1.33
C 0.87 -6.68 1.64
O 1.69 -7.57 2.43
C 1.02 -8.74 2.91
H 4.29 -0.09 -1.27
H 4.26 -1.83 -2.14
H 5.04 -1.66 -0.45
H 3.37 -3.39 0.20
H 2.31 -3.30 -1.23
H 0.64 -2.59 0.11
H 1.76 -2.58 1.81
H 0.57 -4.70 -0.24
H 2.27 -5.06 2.35
H 2.60 -5.52 0.72
H 0.46 -7.15 0.70
H -0.09 -6.45 2.10
H 0.15 -8.65 3.57
H 1.53 -9.53 3.36
H 0.27 -9.15 2.04
*
```



Entry 5:
Molecular formula: C4H7NO2
Method: DFT, the ωB97M-V functional and the def2-TZVPD basis

Output
LUMO energy in eV: 0.537
Orbital gap in hartree: 0.3956
Energy relative to the best compared isomer or geometry (same formula, charge and spin) in kJ/mol: 111.0
Structure (SMILES): CCC(=O)NC=O
HOMO in eV: -10.2
Strongest force on any atom in hartree/bohr: 0.065

Structure (ORCA input):
```
! wB97M-V def2-TZVPD RIJCOSX def2/J DEFGRID3
* xyz 0 1
C -1.05 -1.63 1.25
C -1.46 -0.72 0.07
C -0.72 0.67 0.17
O -1.27 1.74 0.30
N 0.63 0.79 -0.20
C 1.36 -0.18 -0.87
O 2.56 -0.29 -0.85
H -1.78 -2.14 1.88
H -0.47 -2.45 0.68
H -0.23 -1.10 1.72
H -1.17 -1.22 -0.86
H -2.51 -0.42 0.06
H 1.08 1.69 -0.15
H 0.72 -1.00 -1.24
*
```



Entry 6:
Molecular formula: C31H31N2O6S2
Method: DFT, the ωB97M-V functional and the def2-TZVPD basis

Output
LUMO energy in eV: 2.166
Orbital gap in hartree: 0.1827
Energy relative to the best compared isomer or geometry (same formula, charge and spin) in kJ/mol: 0.0
HOMO in eV: -2.8
Strongest force on any atom in hartree/bohr: 0.043

Structure (ORCA input):
```
! wB97M-V def2-TZVPD RIJCOSX def2/J DEFGRID3
* xyz -1 1
C 4.58 5.40 0.00
N 3.99 4.21 -0.58
C 4.33 3.99 -1.97
C 3.04 3.46 0.04
C 2.21 2.59 -0.73
C 1.40 1.67 -0.11
C 1.34 1.58 1.30
C 0.55 0.59 1.96
C 0.37 -0.72 1.63
S -0.66 -1.73 2.67
C -2.17 -0.77 2.79
C -2.54 -0.07 3.94
C -3.72 0.66 3.95
C -4.55 0.69 2.81
C -4.16 -0.01 1.66
C -2.98 -0.74 1.65
O -1.02 -2.90 1.90
O -0.08 -1.84 3.99
S 1.28 -1.47 0.28
C 1.50 -3.20 0.68
C 0.93 -4.16 -0.14
C 1.12 -5.51 0.16
C 1.90 -5.88 1.26
C 2.49 -4.89 2.06
C 2.30 -3.54 1.76
O 0.39 -1.47 -0.87
O 2.60 -0.88 0.19
C 2.07 2.53 2.06
C 2.88 3.47 1.45
H 4.34 5.49 1.06
H 5.67 5.37 -0.13
H 4.21 6.31 -0.52
H 4.33 2.92 -2.20
H 3.62 4.50 -2.64
H 5.33 4.40 -2.15
H 2.23 2.63 -1.82
H 0.75 1.03 -0.71
H 0.17 0.86 2.95
H -1.89 -0.11 4.82
H -4.01 1.22 4.84
H -5.48 1.25 2.82
H -4.77 0.00 0.76
H -2.68 -1.28 0.76
H 0.33 -3.85 -1.00
H 0.64 -6.27 -0.47
H 2.05 -6.93 1.49
H 3.09 -5.16 2.93
H 2.76 -2.76 2.36
H 2.00 2.49 3.15
H 3.45 4.17 2.07
C -2.23 -4.65 -3.04
C -2.63 -3.42 -2.26
O -1.89 -2.30 -2.78
C -2.25 -1.11 -2.21
C -1.29 -0.07 -2.49
C -1.63 1.30 -2.46
C -2.77 1.80 -1.75
C -2.96 3.17 -1.65
N -2.14 4.06 -2.23
C -1.10 3.63 -2.94
C -0.79 2.28 -3.09
O -3.30 -1.03 -1.55
H -2.69 -5.53 -2.59
H -2.58 -4.58 -4.07
H -1.14 -4.79 -3.04
H -3.71 -3.24 -2.36
H -2.39 -3.54 -1.19
H -0.40 -0.37 -3.02
H -3.45 1.10 -1.28
H -3.81 3.57 -1.09
H -0.47 4.39 -3.42
H 0.06 1.97 -3.70
*
```



Entry 7:
Molecular formula: C19H28Cl3NOPb
Method: DFT, the ωB97M-V functional and the def2-TZVPD basis

Output
LUMO energy in eV: 4.863
Orbital gap in hartree: 0.1769
HOMO in eV: 0.0
Strongest force on any atom in hartree/bohr: 0.056

Structure (ORCA input):
```
! wB97M-V def2-TZVPD RIJCOSX def2/J DEFGRID3
* xyz -2 1
C -0.40 -2.52 0.98
C 1.00 -2.62 0.74
C 1.22 -2.45 -0.65
C 2.09 -2.84 1.73
C -0.04 -2.31 -1.28
C -1.05 -2.31 -0.27
C -2.48 -2.04 -0.43
C -1.10 -2.54 2.29
C 2.54 -2.42 -1.30
C -0.24 -2.20 -2.74
Pb 0.94 0.31 2.21
Cl 3.29 0.73 1.67
Cl 0.59 1.59 4.41
Cl 1.22 1.59 -1.25
H 1.68 -2.93 2.74
H 2.81 -2.00 1.75
H 2.60 -3.79 1.51
H 3.19 -1.64 -0.87
H 2.44 -2.24 -2.38
H 3.06 -3.39 -1.19
H 0.31 -1.36 -3.16
H -1.31 -2.08 -2.98
H 0.10 -3.11 -3.26
H -2.76 -2.04 -1.50
H -2.74 -1.04 -0.02
H -3.09 -2.80 0.09
H -0.40 -2.44 3.14
H -1.64 -3.50 2.41
H -1.85 -1.75 2.36
O -2.01 1.12 0.64
H -1.34 1.15 -0.11
C -0.46 3.79 1.76
N 0.48 3.75 0.66
C 1.88 4.04 0.99
C 0.02 4.39 -0.59
C -0.63 3.56 -1.67
C -1.67 4.13 -2.41
C -2.28 3.42 -3.45
C -1.91 2.09 -3.72
C -0.84 1.52 -3.01
C -0.19 2.25 -2.01
H -0.02 3.41 2.71
H -1.33 3.15 1.52
H -0.81 4.83 1.93
H 2.47 3.86 0.09
H 2.04 5.10 1.28
H 2.24 3.34 1.77
H -0.71 5.14 -0.26
H 0.90 4.93 -1.00
H -2.03 5.13 -2.15
H -3.08 3.90 -4.03
H -2.45 1.50 -4.46
H -0.51 0.50 -3.23
*
```



Entry 8:
Molecular formula: C36H83ClF2N6NbO4
Method: DFT, the ωB97M-V functional and the def2-TZVPD basis

Output
LUMO energy in eV: 2.007
Orbital gap in hartree: 0.2700
HOMO in eV: -5.3
Strongest force on any atom in hartree/bohr: 0.118

Structure (ORCA input):
```
! wB97M-V def2-TZVPD RIJCOSX def2/J DEFGRID3
* xyz -1 1
C 1.03 1.81 -1.00
C 1.23 0.67 -2.14
C 0.12 -0.49 -2.14
Nb 0.86 -2.57 -1.57
N 2.24 -1.82 -0.10
C -0.78 -2.56 0.07
C -2.01 -3.54 -0.38
C -3.46 -2.87 -0.15
C -3.92 -1.91 -1.35
O -3.97 -2.32 -2.55
O -4.29 -0.55 -1.10
C 1.24 -4.73 -0.98
C 2.53 -5.01 -0.06
C 3.94 -4.52 -0.65
Cl 2.28 -4.54 1.74
N 2.33 -2.56 -3.16
C 1.85 -1.79 -4.35
O 2.55 -0.89 -4.89
F 0.56 -2.04 -4.96
C 2.60 -3.89 -3.73
O 3.72 -4.42 -3.85
F 1.49 -4.64 -4.28
H 2.06 2.04 -0.52
H 0.24 1.56 -0.22
H 0.72 2.79 -1.53
H 1.13 1.23 -3.15
H 2.33 0.28 -2.14
H -0.42 -0.46 -3.17
H -0.70 -0.16 -1.38
H -0.34 -3.22 -2.81
H 2.63 -0.90 -0.34
H 1.72 -1.81 0.80
H -0.30 -3.08 0.98
H -1.14 -1.51 0.32
H -1.99 -4.48 0.29
H -1.95 -3.88 -1.47
H -4.28 -3.67 0.01
H -3.40 -2.26 0.83
H -4.27 -0.03 -1.94
H 0.33 -5.09 -0.34
H 1.28 -5.49 -1.85
H 2.62 -6.17 0.00
H 3.92 -3.53 -1.20
H 4.30 -5.35 -1.38
H 4.75 -4.48 0.18
C -5.91 5.27 0.54
C -6.05 3.90 -0.11
N -6.62 2.88 0.77
C -6.50 1.52 0.23
C -7.27 1.20 -1.05
C -7.91 3.20 1.37
C -9.08 3.50 0.43
H -5.32 5.22 1.45
H -5.41 5.95 -0.15
H -6.89 5.71 0.77
H -5.04 3.58 -0.40
H -6.63 4.00 -1.04
H -6.79 0.80 1.00
H -5.44 1.32 0.05
H -8.33 1.07 -0.87
H -6.90 0.26 -1.47
H -7.13 1.96 -1.82
H -7.77 4.06 2.03
H -8.20 2.39 2.05
H -8.79 4.15 -0.40
H -9.87 4.01 0.99
H -9.51 2.59 0.03
C 5.24 3.32 -2.49
C 4.43 4.08 -3.52
N 3.53 5.08 -2.95
C 2.57 5.61 -3.92
C 3.12 6.42 -5.09
C 4.14 6.07 -2.07
C 5.25 6.94 -2.64
H 4.60 2.83 -1.75
H 5.84 2.54 -2.98
H 5.95 3.97 -1.96
H 3.83 3.34 -4.06
H 5.11 4.53 -4.25
H 1.83 6.22 -3.39
H 2.00 4.77 -4.33
H 3.43 7.42 -4.78
H 2.35 6.54 -5.85
H 3.97 5.93 -5.57
H 4.53 5.55 -1.19
H 3.36 6.72 -1.66
H 5.96 6.37 -3.25
H 5.82 7.40 -1.83
H 4.85 7.75 -3.25
C -1.44 -7.64 0.61
C -1.72 -7.59 2.11
N -3.13 -7.72 2.45
C -3.41 -7.41 3.86
C -2.80 -8.33 4.92
C -3.81 -8.90 1.93
C -3.26 -10.27 2.31
H -2.00 -6.87 0.08
H -0.37 -7.46 0.43
H -1.68 -8.61 0.18
H -1.36 -6.62 2.47
H -1.10 -8.35 2.60
H -4.49 -7.37 4.01
H -3.06 -6.39 4.05
H -3.34 -9.28 4.99
H -2.88 -7.86 5.90
H -1.74 -8.53 4.74
H -3.82 -8.83 0.83
H -4.87 -8.85 2.21
H -2.17 -10.32 2.25
H -3.66 -11.03 1.63
H -3.57 -10.56 3.31
C 2.99 4.99 1.53
C 3.46 4.27 2.79
N 4.87 3.91 2.78
C 5.24 3.00 3.86
C 5.12 3.52 5.30
C 5.81 4.99 2.53
C 5.80 6.18 3.49
H 3.20 4.40 0.64
H 1.91 5.17 1.58
H 3.47 5.97 1.42
H 2.86 3.36 2.87
H 3.20 4.89 3.66
H 6.26 2.63 3.70
H 4.61 2.10 3.78
H 5.94 4.20 5.55
H 5.19 2.68 6.00
H 4.17 4.03 5.48
H 5.64 5.37 1.52
H 6.83 4.58 2.49
H 4.79 6.51 3.74
H 6.31 7.03 3.04
H 6.33 5.95 4.42
*
```